# C5H13NO

2 unconnected molecules or ions with the total composition C5H13NO (ωB97M-V with the def2-TZVPD basis set, OMol25).

Last column: Mulliken charge in e.
CARTESIAN COORDINATES (ANGSTROEM)
C  1.600454  -0.464213  -0.370352  -0.53
N  0.476349  -1.451222  -0.232843  0.20
C  -0.409246  -1.583775  -1.353288  -0.99
C  -0.310291  -0.967728  1.009048  -0.60
C  0.062410  0.547674  1.266790  -0.42
C  1.171847  0.856278  0.283177  -0.39
H  2.420601  -1.068118  0.118903  0.34
H  1.770707  -0.375070  -1.447584  0.39
H  -0.988716  -0.778792  -1.777490  0.38
H  0.275527  -1.966066  -2.137406  0.42
H  -1.060693  -2.438758  -1.208456  0.41
H  -1.424046  -1.036633  1.033858  0.38
H  0.003404  -1.633833  1.922104  0.33
H  -0.733255  1.119514  1.111216  0.02
H  0.220799  0.687200  2.430453  0.30
H  2.065087  1.248514  0.542330  0.42
H  0.789301  1.627395  -0.494631  0.26
H  -2.062387  1.783279  -0.280189  0.36
H  -1.647040  3.180691  0.088650  0.33
O  -2.220812  2.713665  -0.504291  -0.61

Forces on atoms 1 to 6 (eV/Å):
0.2 -2.3 -0.5
-3.6 5.2 1.8
1.9 -3.7 -1.8
0.7 -1.1 2.7
3.2 -3.3 3.2
-2.3 -0.2 -2.6

net charge	+1
LUMO (spin up / spin down)	-0.111 / -0.296	hartree
HOMO-LUMO gap (spin up / spin down)	11.9 / 6.8	eV
multiplicity	2